#w
A molecular structure, C5H10. Source: OMol25; level of theory: ωB97M-V with the def2-TZVPD basis set.

As for the frontier orbital gap: 8.39 eV. Its lowest unoccupied orbital energy is 0.948 eV.

Each line ends with the natural charge from an NBO analysis.
CARTESIAN COORDINATES (ANGSTROEM)
C1 1.890 -0.689 -0.175  -0.692
C2 0.542 -0.510 0.412  -0.154
C3 -0.415 0.272 -0.424  -0.311
C4 -1.768 -0.428 -0.562  -0.605
C5 -0.288 1.227 0.844  -0.441
H1 2.300 0.313 -0.325  0.197
H2 1.930 -1.295 -1.055  0.242
H3 2.590 -1.157 0.582  0.210
H4 -0.082 0.726 -1.397  0.194
H5 -2.151 -0.601 0.412  0.213
H6 -2.685 0.032 -1.026  0.203
H7 -1.422 -1.254 -1.193  0.215
H8 0.307 2.130 0.648  0.217
H9 0.675 0.480 1.354  0.263
H10 -1.230 1.392 1.427  0.249

***

#x
A molecular structure, C5H10. Source: OMol25; level of theory: ωB97M-V with the def2-TZVPD basis set.

As for the frontier orbital gap: 8.82 eV. Its lowest unoccupied orbital energy is 0.921 eV.

Each line ends with the natural charge from an NBO analysis.
CARTESIAN COORDINATES (ANGSTROEM)
C1 -0.894 -1.523 -0.019  -0.646
C2 -0.395 -0.149 -0.472  -0.128
C3 0.863 0.354 -0.007  -0.082
C4 2.165 0.190 -0.296  -0.435
C5 0.125 0.920 1.041  -0.423
H1 -1.717 -1.963 -0.581  0.220
H2 -1.335 -1.369 0.963  0.227
H3 -0.048 -2.209 -0.052  0.222
H4 -1.085 0.616 -0.814  0.217
H5 -6.037 2.219 -1.512  0.001
H6 2.853 0.619 0.417  0.200
H7 2.487 -0.453 -1.103  0.201
H8 -5.834 1.510 -1.543  -0.001
H9 0.323 0.747 2.095  0.217
H10 -0.594 1.719 0.908  0.210

***

#y
C5H10 in the gas phase. Source: OMol25; level of theory: ωB97M-V with the def2-TZVPD basis set.

As for the SMILES: C1CCCC1. As for the frontier orbital gap: 11.97 eV. Its lowest unoccupied orbital energy is 1.232 eV.

Each line ends with the natural charge from an NBO analysis.
CARTESIAN COORDINATES (ANGSTROEM)
C1 1.218 0.010 -0.076  -0.394
C2 0.388 -1.252 0.088  -0.407
C3 -0.949 -0.740 -0.446  -0.438
C4 -0.980 0.845 -0.001  -0.403
C5 0.464 1.227 0.434  -0.410
H1 0.991 0.141 -1.145  0.198
H2 2.245 -0.103 0.303  0.212
H3 0.827 -2.009 -0.573  0.202
H4 0.273 -1.705 1.072  0.195
H5 -1.771 -1.089 0.142  0.205
H6 -1.080 -1.303 -1.411  0.222
H7 -1.648 0.871 0.876  0.205
H8 -1.386 1.589 -0.695  0.214
H9 0.575 1.387 1.511  0.196
H10 0.832 2.132 -0.081  0.205

***

#z
C5H10 in the gas phase. Source: OMol25; level of theory: ωB97M-V with the def2-TZVPD basis set.

As for the SMILES: CC=C(C)C. As for the frontier orbital gap: 9.63 eV. Its lowest unoccupied orbital energy is 1.028 eV.

Each line ends with the natural charge from an NBO analysis.
CARTESIAN COORDINATES (ANGSTROEM)
C1 1.534 -1.029 0.824  -0.646
C2 0.891 0.169 0.229  -0.250
C3 -0.332 0.268 -0.256  0.009
C4 -1.355 -0.748 0.155  -0.662
C5 -0.678 1.512 -1.011  -0.639
H1 2.745 -1.164 0.445  0.230
H2 1.487 -1.011 2.085  0.216
H3 0.823 -2.022 0.473  0.211
H4 1.647 0.887 0.015  0.189
H5 -2.424 -0.537 -0.014  0.222
H6 -1.199 -1.696 -0.440  0.223
H7 -1.171 -0.906 1.224  0.226
H8 -1.770 1.332 -1.466  0.215
H9 -0.715 2.270 -0.199  0.228
H10 0.215 1.811 -1.768  0.228

***

It is #w that is the least stable of them.

***

#w
A molecular structure, CCl4OS. Source: OMol25; level of theory: ωB97M-V with the def2-TZVPD basis set.

As for the frontier orbital gap: 8.54 eV. Its lowest unoccupied orbital energy is -1.066 eV.

Each line ends with the natural charge from an NBO analysis.
CARTESIAN COORDINATES (ANGSTROEM)
C1 -1.677 0.225 -0.462  -0.223
O1 1.512 -1.733 -0.130  -0.831
S1 1.377 -0.343 -0.426  1.338
Cl1 -2.361 -1.066 0.350  0.076
Cl2 -2.554 1.621 -0.217  0.083
Cl3 3.293 0.707 -0.171  -0.298
Cl4 0.410 0.588 1.056  -0.145

***

#x
CCl4OS in the gas phase. Source: OMol25; level of theory: ωB97M-V with the def2-TZVPD basis set.

As for the frontier orbital gap: 9.97 eV. Its lowest unoccupied orbital energy is -0.733 eV.

Each line ends with the natural charge from an NBO analysis.
CARTESIAN COORDINATES (ANGSTROEM)
O1 -0.400 -1.461 -1.339  -0.869
Cl1 0.989 -1.906 1.133  -0.227
Cl2 0.564 2.103 -0.826  0.051
Cl3 -1.888 0.474 -0.107  0.091
Cl4 0.197 0.951 1.751  0.034
S1 0.671 -0.818 -0.614  1.318
C1 -0.133 0.658 0.003  -0.397

***

It is #w that is the least stable of them.

***

#w
2 unconnected molecules or ions with the total composition C3H2N2O2. Source: OMol25; level of theory: ωB97M-V with the def2-TZVPD basis set.

As for the SMILES: O=C=NC=O.C#N. As for the frontier orbital gap: 11.67 eV. Its lowest unoccupied orbital energy is 0.579 eV.

Each line ends with the natural charge from an NBO analysis.
CARTESIAN COORDINATES (ANGSTROEM)
O1 -1.895 -1.404 -0.546  -0.487
C1 -1.474 -0.371 -0.248  0.926
N1 -1.051 0.679 0.129  -0.630
C2 -0.227 1.768 0.347  0.555
O2 0.785 1.963 -0.255  -0.503
H1 -0.579 2.205 1.255  0.139
C3 1.549 -1.625 -0.188  0.094
N2 0.774 -1.520 0.637  -0.341
H2 2.118 -1.695 -1.131  0.247

***

#x
C3H2N2O2 in the gas phase. Source: OMol25; level of theory: ωB97M-V with the def2-TZVPD basis set.

As for the SMILES: [H]/N=C(/C#N)OC=O. As for the frontier orbital gap: 11.50 eV. Its lowest unoccupied orbital energy is -0.001 eV.

Each line ends with the natural charge from an NBO analysis.
CARTESIAN COORDINATES (ANGSTROEM)
H1 1.921 -2.247 0.201  0.389
N1 1.226 -1.758 0.767  -0.599
C1 0.535 -0.777 0.372  0.487
C2 -0.424 -0.116 1.233  0.206
N2 -1.228 0.693 1.425  -0.267
O1 0.373 -0.010 -0.847  -0.569
C3 -0.580 1.115 -0.944  0.658
O2 -1.657 0.989 -1.420  -0.465
H2 -0.197 2.103 -0.625  0.160

***

It is #x that is the least stable of them.

***

#w
C3H2N2O2 in the gas phase. Source: OMol25; level of theory: ωB97M-V with the def2-TZVPD basis set.

As for the SMILES: O=Cc1cnon1. As for the frontier orbital gap: 9.89 eV. Its lowest unoccupied orbital energy is -1.039 eV.

Each line ends with the natural charge from an NBO analysis.
CARTESIAN COORDINATES (ANGSTROEM)
O1 -0.405 2.521 0.293  -0.454
C1 -0.573 1.364 -0.144  0.382
C2 0.097 0.238 0.244  -0.079
C3 0.063 -0.998 -0.502  -0.033
N1 0.751 -1.867 0.096  -0.086
O2 1.270 -1.280 1.180  -0.102
N2 0.760 -0.045 1.300  0.006
H1 -1.541 1.132 -0.881  0.124
H2 -0.422 -1.065 -1.586  0.243

***

#x
C3H2N2O2 in the gas phase. Source: OMol25; level of theory: ωB97M-V with the def2-TZVPD basis set.

As for the SMILES: O=c1cncno1. As for the frontier orbital gap: 9.38 eV. Its lowest unoccupied orbital energy is -1.250 eV.

Each line ends with the natural charge from an NBO analysis.
CARTESIAN COORDINATES (ANGSTROEM)
O1 1.328 1.565 1.411  -0.572
C1 0.684 0.924 0.476  0.662
C2 0.960 -0.528 0.093  0.052
N1 0.003 -1.370 -0.324  -0.369
C3 -1.180 -0.546 -0.551  0.167
N2 -1.364 0.680 -0.524  -0.102
O2 -0.416 1.387 0.167  -0.285
H1 1.992 -0.955 0.318  0.233
H2 -2.005 -1.156 -1.068  0.214

***

It is #w that is the least stable of them.